The following is a quantum chemistry calculation of a molecular structure, C35H35BF4N5Sc, from the Open Molecules 2025 dataset.

Output
energy above the lowest of the compared OMol25 structures with the same formula, charge and spin	0.00	kJ/mol
charge	-2
lowest unoccupied orbital energy	4.39	eV
maximum force	0.6	eV/Å
highest occupied orbital energy	0.4382	eV

Positions of all 81 atoms, in Å:
Sc1 0.3705 1.1788 0.4695
C1 3.1866 1.0584 2.6715
N1 1.9450 1.6862 2.2385
C2 1.4868 2.6139 3.0038
C3 0.2651 3.2852 2.7357
C4 -0.3619 4.3116 3.4496
C5 -1.5434 4.5913 2.7560
C6 -1.5623 3.7219 1.6570
N2 -0.4821 2.9324 1.6403
C7 4.4361 1.8982 2.4806
C8 5.6164 1.4961 3.1004
C9 6.7881 2.2214 2.9480
C10 6.7977 3.3694 2.1662
C11 5.6273 3.7740 1.5406
C12 4.4550 3.0457 1.6959
H1 3.3124 0.1277 2.1215
H2 3.1149 0.7973 3.7341
H3 2.0314 2.9047 3.9080
H4 0.0118 4.7775 4.3510
H5 -2.2911 5.3298 3.0040
H6 -2.3159 3.6434 0.8845
H7 5.6161 0.5956 3.7067
H8 7.6978 1.8848 3.4324
H9 7.7127 3.9366 2.0399
H10 5.6253 4.6592 0.9150
H11 3.5572 3.3494 1.1766
C13 -3.6606 -2.7051 -3.8117
C14 -2.7113 -3.6620 -3.1573
C15 -2.7992 -5.0314 -3.3709
C16 -1.9516 -5.9335 -2.7397
C17 -0.9707 -5.4499 -1.8892
C18 -0.8447 -4.0852 -1.6774
C19 -1.7180 -3.1755 -2.2838
N3 -1.6071 -1.7969 -2.0942
C20 -1.3103 -1.1168 -0.9267
N4 -1.5984 -1.8145 0.2169
C21 -1.4048 -1.4677 1.5732
C22 -0.5659 -0.4078 1.9611
C23 -0.4606 -0.2511 3.3502
C24 -1.1057 -1.0527 4.2838
C25 -1.9363 -2.0706 3.8416
C26 -2.1032 -2.2875 2.4812
C27 -3.0348 -3.3788 2.0065
N5 -0.9233 0.1067 -0.9110
C28 -0.7023 0.9390 -2.1864
C29 0.2038 0.2302 -3.1673
C30 -0.1159 0.0053 -4.4765
C31 -1.3743 0.3336 -5.0301
C32 -2.3087 0.9163 -4.1393
C33 -2.0566 1.1866 -2.8249
C34 -3.1522 1.7030 -1.9173
H12 -4.4404 -3.2405 -4.3559
H13 -3.1491 -2.0264 -4.5016
H14 -4.1221 -2.0540 -3.0652
H15 -3.5679 -5.3996 -4.0433
H16 -2.0549 -6.9983 -2.9124
H17 -0.2830 -6.1300 -1.4006
H18 -0.0399 -3.7058 -1.0607
H19 -1.5534 -1.1927 -2.9155
H20 -2.0743 -2.6818 0.0585
H21 0.1609 0.5497 3.7387
H22 -0.9748 -0.8807 5.3476
H23 -2.4658 -2.7011 4.5496
H24 -3.5467 -3.8306 2.8569
H25 -2.5087 -4.1816 1.4764
H26 -3.7970 -2.9827 1.3279
H27 1.1916 -0.0319 -2.7993
H28 0.6360 -0.4550 -5.1148
H29 -1.5968 0.1964 -6.0814
H30 -3.3031 1.1568 -4.5228
H31 -3.8924 2.2768 -2.4846
H32 -2.7414 2.3459 -1.1331
H33 -3.6886 0.8896 -1.4057
F1 4.2980 -0.5238 0.2283
B1 3.3939 0.1007 -0.6434
F2 2.0381 -0.1584 -0.1128
F3 3.4795 -0.4466 -1.9121
F4 3.5523 1.4894 -0.6363
C35 -0.0118 2.1989 -1.5745
H34 0.8600 2.4315 -2.1892
H35 -0.6828 3.0613 -1.6569

Cartesian forces, eV/Å:
0.05 -0.01 -0.24
0.00 -0.02 -0.05
-0.06 0.25 -0.10
0.10 -0.07 -0.06
-0.17 0.15 0.04
0.05 -0.06 0.01
0.03 0.02 -0.03
-0.11 0.02 -0.04
0.23 -0.20 0.03
-0.08 0.06 -0.03
0.01 0.01 0.03
0.00 -0.02 -0.02
-0.02 -0.01 0.00
0.01 0.01 0.02
0.02 -0.04 0.01
0.01 -0.01 -0.02
-0.01 -0.02 0.03
0.02 0.00 0.04
-0.03 0.00 -0.02
0.00 -0.01 -0.01
0.05 -0.01 0.03
-0.01 0.01 -0.02
-0.01 0.01 0.01
-0.01 0.00 0.00
-0.01 -0.03 0.01
-0.01 0.00 0.02
-0.02 0.13 -0.03
0.05 0.08 0.14
-0.04 -0.06 -0.04
-0.04 0.05 -0.01
0.01 0.03 0.03
0.05 0.14 0.01
0.03 -0.25 -0.11
-0.12 0.36 -0.03
-0.23 0.11 0.10
0.12 -0.12 -0.07
0.09 0.09 -0.02
-0.19 0.01 -0.14
0.04 0.07 0.01
-0.04 -0.05 0.02
0.05 0.04 -0.07
-0.05 -0.09 0.04
0.06 0.07 0.04
0.30 -0.18 0.16
0.07 0.11 -0.32
0.04 0.05 -0.06
-0.03 0.03 0.23
-0.18 -0.15 -0.06
0.10 -0.03 -0.03
-0.14 0.04 0.09
0.14 -0.09 -0.10
0.01 0.00 0.01
0.08 -0.01 -0.03
-0.02 -0.03 0.01
0.00 0.01 0.01
0.00 0.02 -0.02
0.00 0.01 -0.01
-0.05 0.05 0.05
-0.02 -0.17 -0.04
-0.01 -0.10 -0.06
-0.01 0.01 0.01
0.01 0.02 0.00
-0.01 -0.01 0.00
0.00 -0.01 0.00
-0.01 0.02 -0.01
-0.01 -0.04 0.00
-0.03 0.01 -0.03
0.03 -0.01 0.03
0.00 0.00 0.03
0.00 0.02 0.05
-0.01 0.00 0.02
-0.06 0.02 -0.03
0.03 0.05 0.04
-0.11 0.10 -0.09
0.09 -0.04 -0.10
-0.09 0.23 0.02
-0.02 0.13 0.20
0.00 -0.27 -0.02
-0.01 -0.51 0.38
0.11 0.04 -0.02
-0.03 0.05 0.16

***

The following is a quantum chemistry calculation of 2 unconnected molecules or ions with the total composition C4H11N3O2 in a non-equilibrium geometry, from the Open Molecules 2025 dataset.

Output
SMILES string	[H]/N=C(\N)NC.CC(=O)O
energy above the lowest of the compared OMol25 structures with the same formula, charge and spin	236.55	kJ/mol
lowest unoccupied orbital energy	0.85	eV
maximum force	6.9	eV/Å
highest occupied orbital energy	-8.7781	eV

Positions of all 20 atoms, in Å:
C1 -0.0780 0.2035 -2.6080
C2 1.0569 1.5447 -0.8696
N1 1.6747 1.2808 0.2241
N2 -0.0279 0.6724 -1.1724
N3 1.5285 2.4310 -1.8697
H1 0.1266 -0.0830 1.4467
H2 2.4624 1.5399 0.7477
H3 -0.0415 -0.1558 -0.5687
H4 2.1660 3.1403 -1.5747
H5 1.1102 2.5196 -2.6679
H6 -0.6395 -0.8145 -2.6293
H7 0.9015 0.2112 -3.0096
H8 -0.4597 1.1285 -3.1866
C3 -1.6451 -2.3541 3.0432
C4 -1.1316 -1.5266 1.9258
O1 -0.0701 -0.7553 2.1360
O2 -1.7069 -1.6006 0.8527
H9 -2.2433 -3.0422 2.5191
H10 -2.0340 -1.4154 3.6153
H11 -0.9493 -2.9243 3.6459

Cartesian forces, eV/Å:
-1.70 1.68 0.84
2.14 -1.21 0.46
-2.79 -1.19 -0.26
0.52 0.14 -1.38
1.70 -1.81 6.46
-0.05 -0.38 0.00
0.98 1.40 -0.36
0.21 0.84 -0.10
0.11 0.08 0.08
-3.06 0.77 -5.44
0.87 2.24 -0.45
1.30 -1.15 -0.30
-0.67 -2.00 0.47
0.94 2.70 1.16
0.49 -0.72 -2.36
0.18 0.36 0.83
0.49 0.68 0.19
-1.72 -0.47 0.17
-0.42 -2.40 -0.14
0.47 0.45 0.14

***

The following is a quantum chemistry calculation of a gas-phase ion, C4H11N5O (charge +2) in a non-equilibrium geometry, from the Open Molecules 2025 dataset.

Output
energy above the lowest of the compared OMol25 structures with the same formula, charge and spin	379.18	kJ/mol
charge	+2
lowest unoccupied orbital energy	-7.43	eV
maximum force	6.3	eV/Å
highest occupied orbital energy	-15.6022	eV

Positions of all 21 atoms, in Å:
C1 -0.3506 -1.5703 -1.3629
C2 0.6332 0.5753 0.3513
C3 -0.1419 0.7539 -0.6791
C4 0.5542 -1.6788 0.8721
N1 -0.7035 -0.3011 -1.4688
N2 0.3225 -2.1459 -0.4170
N3 1.4779 1.1911 1.0901
N4 -0.5630 -1.6743 1.7317
N5 -0.8371 2.1515 -1.1142
O1 1.7592 -1.9993 1.2789
H1 -0.6921 -2.1033 -2.2292
H2 -0.9854 -0.0446 -2.4622
H3 0.6267 -3.1090 -0.7365
H4 1.9512 2.0897 0.9333
H5 1.5072 0.8139 2.0362
H6 -1.3721 -1.8816 1.2880
H7 -0.6802 -1.2151 2.6458
H8 -1.5345 2.1314 -0.4721
H9 -1.3381 1.9986 -2.0485
H10 -0.2708 2.9311 -1.3223
H11 1.8819 -1.9653 2.1518

Cartesian forces, eV/Å:
-1.58 1.79 -1.60
-0.50 -3.26 -0.95
-1.01 1.19 -1.53
-1.33 2.43 1.48
0.42 1.01 -0.99
0.44 -2.40 -0.59
1.17 1.25 2.24
3.71 0.30 0.65
1.02 -4.38 -4.43
-0.60 0.00 -5.57
0.32 -0.87 -0.05
0.30 -0.60 1.81
-0.03 1.18 1.26
-0.58 -0.45 0.05
0.83 0.49 -0.25
-3.10 -0.77 -1.38
0.72 -0.29 -0.87
-2.61 1.59 2.74
0.69 0.25 1.40
0.99 1.50 0.76
0.72 0.03 5.80

***

The following is a quantum chemistry calculation of a molecular structure, C34H29Br12N5O10 in a non-equilibrium geometry, from the Open Molecules 2025 dataset.

Output
energy above the lowest of the compared OMol25 structures with the same formula, charge and spin	360.18	kJ/mol
lowest unoccupied orbital energy	-0.90	eV
maximum force	4.4	eV/Å
highest occupied orbital energy	-9.9898	eV

Positions of all 90 atoms, in Å:
C1 4.0924 3.8730 -6.3588
Br1 4.7253 5.2131 -7.6632
Br2 2.1906 3.4034 -6.6882
Br3 4.3529 4.7465 -4.5991
H1 4.6303 2.9253 -6.3345
C2 7.8635 -6.6065 -3.6450
Br4 8.9646 -5.4976 -2.5077
Br5 7.7765 -8.5417 -3.1370
Br6 8.2431 -6.7117 -5.5828
H2 6.8630 -6.1840 -3.5514
C3 3.6820 -0.0602 4.2175
Br7 3.3029 1.9076 4.0256
Br8 4.9447 -0.7000 2.8132
Br9 1.8594 -1.1370 4.2092
H3 4.2213 -0.1194 5.1629
C4 -1.9110 -6.7982 2.4127
Br10 -2.4085 -7.6363 4.1630
Br11 -3.3401 -7.0908 1.0462
Br12 -0.2806 -7.7314 1.7727
H4 -1.8020 -5.7284 2.5908
C5 -2.0157 0.4587 0.4966
C6 -1.9971 -0.8824 0.1328
C7 -0.8524 -1.3248 -0.5369
C8 0.2570 -0.4949 -0.7464
C9 0.1973 0.8924 -0.3818
C10 -0.9933 1.3769 0.1641
N1 1.4906 -1.1665 -1.2993
O1 2.4807 -0.4294 -1.5666
O2 1.6493 -2.4411 -1.3325
H5 -2.8602 0.8556 1.0404
H6 -2.7698 -1.6161 0.3087
H7 -0.8016 -2.3787 -0.7672
H8 0.9265 1.6251 -0.6947
H9 -1.0639 2.4546 0.1553
C11 9.3482 2.3938 -5.0443
C12 9.9943 2.9537 -6.1661
C13 10.2033 2.1956 -7.3070
C14 9.8008 0.8638 -7.2441
C15 9.1847 0.3036 -6.0693
C16 9.0097 1.1056 -4.9375
N2 10.0914 0.0700 -8.3859
O3 10.7324 0.6040 -9.3108
O4 9.7758 -1.1302 -8.5012
H10 9.1628 3.1213 -4.2680
H11 10.2997 3.9892 -6.1945
H12 10.6937 2.5288 -8.2097
H13 9.0685 -0.7670 -5.9862
H14 8.5211 0.7407 -4.0462
C17 -10.7554 3.4477 9.1175
C18 -10.3753 2.1994 9.6404
C19 -9.5861 1.4170 8.8033
C20 -9.3563 1.7400 7.5185
C21 -9.9911 2.8917 6.9327
C22 -10.6775 3.7121 7.7978
N3 -8.5233 0.8606 6.5900
O5 -8.5740 1.0602 5.3924
O6 -7.9211 -0.0889 7.1247
H15 -11.0823 4.1909 9.8296
H16 -10.5160 1.7838 10.6273
H17 -9.0555 0.5600 9.1911
H18 -9.8088 3.1187 5.8927
H19 -11.1537 4.6048 7.4200
C23 -0.0121 -3.2249 -10.5793
C24 -0.9697 -4.2455 -10.5652
C25 -1.4071 -4.7725 -9.3439
C26 -0.9621 -4.2149 -8.1575
C27 -0.0328 -3.1724 -8.1480
C28 0.5129 -2.7288 -9.3740
N4 -1.5486 -4.7488 -6.8882
O7 -1.4806 -5.9322 -6.6598
O8 -2.1876 -3.9597 -6.1846
H20 0.4748 -2.8347 -11.4607
H21 -1.4060 -4.6579 -11.4630
H22 -2.0336 -5.6443 -9.2267
H23 0.3216 -2.7220 -7.2326
H24 1.2662 -1.9575 -9.4381
C29 -3.6544 3.3569 10.8346
C30 -4.2781 4.5251 10.5581
C31 -4.4473 4.8806 9.2466
C32 -3.7466 4.1893 8.2250
C33 -2.9603 3.0206 8.5410
C34 -3.0693 2.5448 9.8219
N5 -3.5941 4.8854 6.9429
O9 -4.3025 5.8142 6.6688
O10 -2.6360 4.5440 6.2338
H25 -3.4705 3.0684 11.8589
H26 -4.6024 5.2212 11.3175
H27 -4.9742 5.7756 8.9506
H28 -2.3807 2.4123 7.8624
H29 -2.5466 1.6525 10.1334

Cartesian forces, eV/Å:
-0.71 1.03 0.40
-0.22 -1.12 0.30
1.10 0.30 0.22
-0.28 -0.71 -0.57
0.13 0.48 -0.34
-0.43 -1.04 -0.51
-0.03 -0.54 -0.60
0.06 1.21 0.34
0.16 0.73 0.84
0.24 -0.36 -0.07
-0.81 0.35 -1.00
0.17 -1.56 0.01
-1.17 0.42 1.00
2.35 1.26 0.09
-0.57 -0.46 -0.13
-0.43 -1.65 -0.05
0.14 0.68 -1.07
0.82 0.38 0.99
-0.78 0.96 0.37
0.26 -0.37 -0.24
-0.50 0.84 0.16
1.48 0.79 -0.50
0.62 -0.16 0.43
-0.58 -0.14 0.37
-0.53 -1.23 -1.19
0.72 -1.65 -0.72
3.75 -1.20 0.18
-2.91 -1.11 0.45
-1.81 3.89 0.12
-0.27 -0.01 -0.08
-0.24 0.36 0.24
0.30 0.01 -0.32
0.44 -0.38 0.10
-0.44 -0.02 0.78
1.22 3.56 -0.44
-0.38 -0.46 -0.42
-0.17 -0.48 0.74
-1.12 -0.10 2.48
1.60 0.18 -1.06
-0.87 -1.84 -1.03
1.23 -2.43 -3.51
-0.80 -0.07 1.32
-0.21 1.85 1.41
-0.08 -0.25 0.45
-0.11 0.08 0.29
-0.07 0.25 0.16
-0.38 -0.04 -0.37
0.12 -0.24 0.00
-0.51 -1.40 3.17
1.02 0.46 -1.21
0.43 -1.28 1.27
-0.60 1.96 -3.30
1.39 -1.85 0.67
0.16 0.84 -1.90
-0.15 -1.33 1.26
0.14 0.22 0.76
-0.76 1.66 -0.79
-0.62 0.10 -0.17
-0.18 0.75 0.27
-0.25 -0.30 0.07
-0.25 -0.02 -0.02
0.20 0.21 -0.07
0.49 -0.28 0.95
-0.01 0.04 0.54
0.37 0.10 0.28
0.55 0.60 -0.07
0.40 0.09 -0.56
-1.50 -0.73 0.18
-1.18 1.02 0.44
0.43 -0.23 -0.35
1.07 -0.37 -0.81
-0.48 -0.17 -0.43
0.23 0.05 -0.19
-0.29 0.03 -0.50
-0.13 -0.12 0.19
0.05 -0.01 0.34
1.34 -1.70 0.07
-0.64 0.56 0.07
0.99 0.02 -2.46
0.57 -0.58 1.73
-1.62 0.81 -0.52
-0.14 1.16 1.33
1.99 -0.69 -0.93
-0.96 0.42 0.14
-1.02 -0.15 0.82
-0.21 -0.12 0.14
-0.22 -0.25 0.21
0.01 0.07 0.06
-0.09 0.54 -0.53
-0.02 -0.10 -0.13

***

The following is a quantum chemistry calculation of C3H5N3OS in the gas phase in a non-equilibrium geometry, from the Open Molecules 2025 dataset.

Output
SMILES string	[H]/N=C(/C=O)NC(N)=S
energy above the lowest of the compared OMol25 structures with the same formula, charge and spin	81.03	kJ/mol
lowest unoccupied orbital energy	-0.76	eV
maximum force	1.6	eV/Å
highest occupied orbital energy	-8.7309	eV

Positions of all 13 atoms, in Å:
C1 1.5290 0.2243 -0.0352
C2 -0.8719 -0.7525 -0.0136
C3 -1.7913 0.4427 -0.0289
H1 1.9468 2.1138 0.3234
H2 0.2764 1.8395 0.0132
H3 0.9103 -1.5955 -0.4038
H4 -0.9324 -2.6631 0.1269
H5 -2.8154 0.1462 0.2044
N1 1.1962 1.4960 0.2167
N2 0.4955 -0.7028 -0.2704
N3 -1.5263 -1.8258 0.1498
O1 -1.5140 1.6141 -0.2282
S1 3.0972 -0.3369 -0.0543

Cartesian forces, eV/Å:
-0.27 -0.09 0.09
0.25 0.33 -0.17
0.26 1.57 0.15
1.02 0.89 0.17
-0.44 0.16 -0.05
0.26 -0.78 -0.11
-0.16 0.24 0.05
-0.19 -0.18 -0.07
-0.49 -1.33 -0.21
0.16 1.01 0.14
0.05 -0.50 -0.02
-0.13 -1.40 0.05
-0.33 0.09 -0.03

***

The following is a quantum chemistry calculation of C5H8N2S3 in the gas phase in a non-equilibrium geometry, from the Open Molecules 2025 dataset.

Output
SMILES string	C=CC[C@@]1(S)NNC(=S)S1
energy above the lowest of the compared OMol25 structures with the same formula, charge and spin	44.34	kJ/mol
lowest unoccupied orbital energy	0.42	eV
maximum force	4.7	eV/Å
highest occupied orbital energy	-8.3739	eV

Positions of all 18 atoms, in Å:
C1 3.3802 0.1605 -0.0621
C2 -1.9441 1.2748 1.0448
C3 -0.8757 1.4176 0.2766
C4 0.8743 -0.5021 0.0318
C5 -0.5423 0.2609 -0.6578
N1 2.9818 -0.9278 -0.7603
N2 1.6287 -1.0570 -1.0153
S1 4.9289 0.5536 0.2194
S2 1.9427 0.7386 0.8864
S3 0.1273 -1.6729 1.3121
H1 -2.4342 2.0895 1.6825
H2 -2.5162 0.3599 1.0198
H3 -0.5207 2.4381 0.2337
H4 -1.4366 -0.3770 -0.6551
H5 -0.1921 0.4185 -1.6132
H6 3.6440 -1.2630 -1.4538
H7 1.2105 -1.9737 -1.1662
H8 1.2821 -2.0141 1.9672

Cartesian forces, eV/Å:
-1.20 -1.08 1.46
-1.40 1.08 1.12
-1.45 0.18 -0.98
-3.22 1.74 0.89
1.76 -0.81 4.23
1.46 -0.21 -0.12
-1.42 0.14 -0.88
0.39 0.55 -0.24
0.55 -0.57 -1.45
0.95 0.08 -0.32
1.20 -1.13 -0.94
-0.02 -0.28 0.17
0.92 -0.25 -0.31
0.63 -0.30 -0.06
0.50 0.98 -2.08
-0.38 -0.01 0.02
1.26 -0.34 -0.12
-0.52 0.24 -0.40